[1]
Entry from the OMol25 dataset: C24H58O24S5 as an isolated structure at a distorted geometry (ωB97M-V with the def2-TZVPD basis set).

Structure (XYZ):
```
111
Properties=species:S:1:pos:R:3:forces:R:3:mulliken_charge:R:1
C 24.964 -14.335 22.636 1.3 0.7 -0.6 -0.7970
O 24.259 -14.767 23.784 -0.3 2.3 0.2 -0.4717
C 24.916 -15.412 24.721 1.0 0.1 1.7 1.2293
O 26.078 -15.710 24.692 1.6 1.9 0.4 -0.6298
O 24.048 -15.712 25.688 -0.7 2.2 1.2 -0.3444
C 24.501 -16.435 26.809 -0.8 0.7 2.1 -0.7414
H 25.716 -13.578 22.852 -0.3 0.2 0.3 0.4766
H 24.260 -13.982 21.889 -0.3 0.1 0.3 0.3865
H 25.518 -15.142 22.147 0.2 0.9 0.2 0.5376
H 23.950 -16.076 27.682 0.0 0.6 -0.1 0.3347
H 25.559 -16.266 26.995 0.0 -0.2 -0.2 0.3378
H 24.240 -17.494 26.800 -0.1 0.7 -0.3 0.2594
C 26.235 -19.375 26.288 -0.6 -0.5 -0.9 -0.8328
O 25.526 -18.274 25.715 1.1 -0.7 0.1 -0.2677
C 25.164 -18.322 24.454 0.3 -1.0 -1.3 0.6848
O 25.382 -19.228 23.685 0.0 0.3 0.2 -0.6267
O 24.506 -17.200 24.178 -1.6 -4.4 -2.2 -0.2641
C 24.194 -16.893 22.817 -0.8 -1.3 -0.5 -1.7462
H 25.656 -20.270 26.057 0.4 -0.2 0.0 0.3622
H 26.256 -19.248 27.365 0.1 0.4 0.0 0.2728
H 27.226 -19.425 25.844 0.0 -0.1 0.2 0.2734
H 25.063 -16.375 22.407 -0.5 -1.7 -0.1 0.2822
H 23.412 -16.141 22.923 -0.2 -1.0 -0.7 0.5521
H 23.856 -17.753 22.246 0.3 -0.2 0.1 0.6290
C 24.237 -12.642 17.149 1.3 1.2 -0.6 0.0306
O 23.701 -13.928 17.333 -1.4 -0.1 -0.3 -0.4883
C 24.153 -14.633 18.345 0.7 0.3 0.8 0.8797
O 25.066 -14.315 19.065 0.4 0.0 0.1 -0.6202
O 23.445 -15.736 18.461 -1.1 -0.5 -0.7 -0.4541
C 23.723 -16.667 19.490 0.6 -0.7 0.1 -0.2193
H 25.311 -12.762 16.995 0.0 0.4 0.0 0.0533
H 24.074 -11.890 17.921 -0.1 -0.7 0.6 -0.0343
H 23.812 -12.156 16.271 -0.1 -0.8 -0.3 0.2868
H 24.432 -16.248 20.199 -0.2 0.0 0.1 0.0640
H 24.158 -17.571 19.055 0.3 0.2 -0.2 0.2672
H 22.808 -17.043 19.942 -0.2 0.6 0.1 0.1912
O 25.370 -11.222 21.939 -0.4 -0.2 -0.5 -0.7196
S 24.092 -11.125 21.273 -0.2 1.5 0.7 1.3603
O 23.688 -12.070 20.272 0.1 0.8 0.6 -0.5362
O 22.945 -11.156 22.396 -0.1 -0.4 -1.1 -0.1996
C 23.188 -10.795 23.751 0.5 0.4 1.4 -0.1453
C 22.165 -9.753 24.180 -0.1 0.4 -0.9 -1.2189
C 23.951 -9.368 20.688 -0.2 -2.3 0.1 -0.8435
H 24.193 -10.380 23.848 0.0 -0.1 0.0 0.3387
H 23.147 -11.693 24.369 -0.1 -0.1 -0.2 0.2465
H 21.156 -10.086 23.936 0.0 0.0 -0.1 0.2985
H 22.402 -8.867 23.584 -0.4 0.1 0.0 0.2561
H 22.143 -9.413 25.213 0.5 -0.5 0.2 0.3958
H 22.900 -9.229 20.452 0.0 0.2 -0.1 0.3957
H 24.589 -9.391 19.807 0.1 0.5 0.0 0.0325
H 24.292 -8.743 21.506 0.1 0.1 -0.1 0.3600
O 26.408 -10.407 18.628 -0.2 -0.1 0.1 -0.1609
S 27.579 -11.237 18.601 1.2 0.0 0.7 0.9258
O 27.954 -11.868 17.365 -0.1 0.1 0.9 -0.6198
O 28.845 -10.311 19.049 -0.8 -0.7 -0.8 -0.3748
C 28.597 -9.148 19.836 0.9 1.0 0.6 -0.1710
C 28.604 -7.879 18.992 -0.4 -0.3 0.0 -0.8838
C 27.624 -12.354 20.030 -1.2 0.6 -1.3 -0.5668
H 29.451 -9.114 20.516 0.1 0.0 -0.1 0.4540
H 27.746 -9.196 20.519 -0.4 -0.4 -0.5 0.0985
H 27.841 -7.900 18.211 -0.1 -0.1 0.1 0.0158
H 29.568 -7.749 18.505 0.0 0.1 0.1 0.3116
H 28.372 -7.028 19.633 0.2 0.1 0.0 0.3971
H 27.584 -11.695 20.892 0.4 -0.1 0.1 0.2619
H 28.481 -13.005 19.908 0.1 0.1 0.2 0.4866
H 26.665 -12.878 20.000 0.2 -0.3 -0.1 -0.1099
O 19.283 -19.752 19.027 0.5 0.5 0.1 -0.6429
S 20.715 -19.826 18.944 0.3 -0.2 -0.7 1.0850
O 21.590 -19.344 19.981 -0.7 -0.4 -0.5 -0.4947
O 21.057 -21.373 18.700 0.4 0.7 0.1 -0.2740
C 20.049 -22.211 18.125 -0.1 -1.5 -0.6 -0.1653
C 20.765 -23.456 17.589 0.0 -0.3 0.8 -1.2379
C 21.325 -19.130 17.387 0.3 0.0 1.5 -0.8873
H 19.511 -21.791 17.274 0.1 0.7 0.3 0.3427
H 19.342 -22.475 18.906 -0.1 0.1 -0.1 0.2858
H 21.251 -23.972 18.420 0.4 0.2 -0.1 0.3123
H 21.478 -23.216 16.804 0.1 0.1 0.1 0.3075
H 20.092 -24.228 17.211 -0.4 0.4 -0.2 0.3843
H 21.254 -18.047 17.477 -0.6 0.0 -0.3 0.3372
H 20.812 -19.611 16.562 0.0 0.3 -0.2 0.3385
H 22.399 -19.310 17.422 -0.1 -0.4 -0.3 0.3094
O 18.239 -7.189 16.981 0.2 0.4 0.1 -0.6079
S 19.472 -6.520 16.681 0.6 -1.3 -0.5 1.1243
O 19.745 -5.179 17.091 0.0 -0.6 0.1 -0.5975
O 20.697 -7.448 17.233 -0.5 1.6 -0.6 -0.2717
C 20.652 -8.859 17.033 -0.7 -1.1 2.1 -0.6398
C 22.034 -9.400 16.813 0.6 0.5 -1.2 -0.4959
C 19.769 -6.629 14.914 0.3 0.2 1.0 -0.8964
H 19.916 -9.204 16.303 0.3 0.4 -0.4 0.4712
H 20.254 -9.250 17.978 0.0 -0.1 -0.1 0.2997
H 22.810 -9.209 17.554 -0.6 0.2 0.5 0.0352
H 22.418 -8.884 15.925 0.1 -0.4 -0.2 0.2658
H 22.013 -10.474 16.636 -0.1 0.0 -0.1 0.2947
H 19.052 -5.923 14.504 0.2 -0.1 -0.4 0.3859
H 19.660 -7.641 14.537 -0.3 0.0 0.1 0.3117
H 20.812 -6.330 14.831 -0.1 0.3 -0.4 0.3070
O 25.345 -12.042 13.239 0.1 0.2 0.5 -0.6231
S 26.499 -11.308 13.659 1.0 -0.6 0.2 1.2020
O 27.071 -10.334 12.771 -0.1 -0.2 0.4 -0.6448
O 26.169 -10.624 15.068 0.2 -0.4 -0.6 -0.0740
C 26.755 -9.365 15.426 -0.8 1.3 0.2 0.0261
C 25.599 -8.417 15.715 0.1 0.5 0.4 -0.9418
C 27.795 -12.478 14.168 -0.5 0.5 -0.3 -0.9053
H 27.386 -8.916 14.660 -0.1 -0.5 -0.4 0.5366
H 27.358 -9.428 16.330 0.0 -0.7 0.0 -0.1504
H 26.016 -7.507 16.157 -0.1 0.1 0.0 0.4454
H 24.897 -8.821 16.445 0.2 -0.2 0.1 -0.1457
H 25.006 -8.118 14.851 0.3 -0.2 -0.2 0.3879
H 28.079 -13.039 13.281 0.0 0.1 0.0 0.4620
H 27.437 -13.155 14.939 -0.3 0.1 0.0 0.2231
H 28.625 -11.897 14.565 0.0 0.0 -0.1 0.2764
```
Positions in Å, forces in eV/Å.

- spin multiplicity = 1
- frontier orbital gap (Eh) = 0.371
- total charge = 0
- energy (eV) = -129138.5478

[2]
Entry from the OMol25 dataset: C24H58P2RuSi4 as an isolated structure at a distorted geometry (ωB97M-V with the def2-TZVPD basis set).

Structure (XYZ):
```
89
Properties=species:S:1:pos:R:3:forces:R:3:lowdin_spin:R:1
P -3.300 -1.558 -2.234 -5.4 -1.0 1.1 0.0010
P -3.207 -1.970 1.295 -5.1 -3.5 2.3 0.1548
C -3.979 -2.985 -1.282 0.1 -0.5 -0.5 0.0016
C -4.506 -2.674 0.118 -0.4 0.4 0.4 0.0347
H -3.226 -3.791 -1.245 -0.2 0.3 0.0 0.0002
H -4.813 -3.363 -1.893 0.3 -0.1 0.0 0.0002
H -5.350 -1.971 0.092 0.1 -0.1 -0.2 0.0014
H -4.890 -3.604 0.558 0.1 0.3 -0.3 0.0016
C -3.242 -3.714 2.276 0.1 -0.1 -0.3 0.0089
H -2.436 -3.737 3.023 -0.2 -0.2 -0.1 0.0019
H -3.116 -4.549 1.575 0.1 0.0 0.2 -0.0008
H -4.196 -3.850 2.795 0.2 -0.1 -0.1 0.0000
C -3.971 -1.381 2.922 -0.7 0.9 0.4 0.0987
H -4.732 -2.094 3.268 0.3 0.3 -0.3 0.0064
H -4.455 -0.399 2.840 0.2 -0.1 0.1 0.0070
H -3.192 -1.337 3.696 -0.3 0.0 -0.2 0.0007
C -2.341 -2.236 -3.607 1.1 0.5 0.0 0.0003
H -1.844 -1.418 -4.152 -0.1 -0.4 0.0 0.0000
H -3.050 -2.737 -4.286 0.0 0.3 0.4 0.0000
H -1.594 -2.976 -3.282 -0.3 0.4 -0.1 0.0002
C -4.776 -0.829 -3.026 0.1 -0.3 -0.5 0.0004
H -5.373 -0.273 -2.291 0.3 -0.2 -0.1 0.0000
H -5.398 -1.617 -3.473 0.2 0.3 0.0 0.0000
H -4.449 -0.134 -3.810 -0.2 -0.1 0.1 0.0000
Ru 1.921 0.226 -1.433 -0.5 -0.3 -0.7 1.8342
C -1.352 -1.617 1.897 1.4 -0.2 1.7 0.3769
C -1.614 -2.540 0.781 2.7 1.3 -2.1 0.1546
C -1.029 -2.014 -0.543 0.2 -0.2 -0.1 0.0454
C -1.480 -0.615 -1.008 0.6 1.1 0.0 0.0222
C -3.059 -0.313 -0.958 4.2 0.8 -0.7 0.0020
C -3.388 -0.270 0.534 0.0 -0.6 -0.2 -0.0081
C -2.443 0.655 1.308 0.3 0.3 -0.3 0.0162
C -1.209 -0.138 1.870 0.2 1.0 0.3 0.0566
C 0.727 1.671 -2.287 -0.5 0.6 0.2 0.0273
H -1.081 -2.084 2.846 -0.3 0.1 -0.3 0.0112
H -1.380 -3.603 0.931 -0.3 0.7 0.1 0.0044
H -1.167 -2.774 -1.329 0.0 0.2 0.3 0.0004
H 0.063 -1.957 -0.402 -0.1 0.0 -0.1 0.0112
H -0.945 0.148 -0.443 -0.1 -0.2 0.0 0.0138
H -1.091 -0.455 -2.024 -0.1 -0.1 0.0 0.0067
H -3.259 0.685 -1.389 0.3 -0.4 -0.2 -0.0002
H -4.444 0.009 0.674 0.4 -0.2 0.0 -0.0002
H -2.956 1.141 2.153 0.0 -0.4 -0.4 0.0009
H -2.082 1.479 0.674 -0.1 -0.1 0.1 0.0008
H -0.280 0.155 1.353 -0.2 0.0 0.0 0.0324
H -1.082 0.221 2.905 0.1 -0.4 -0.3 -0.0003
H 0.948 2.744 -2.184 -0.2 -0.4 -0.2 0.0043
H -0.310 1.500 -1.969 0.2 0.2 -0.2 0.0159
H 0.832 1.392 -3.352 0.0 0.1 0.2 0.0161
C 1.939 -1.283 2.038 -0.1 -0.1 -0.3 0.0353
Si 2.944 -0.608 0.581 0.5 -0.6 2.6 0.0979
C 4.654 -0.439 1.382 0.1 -0.1 -0.3 0.0311
C 2.978 -1.934 -0.769 0.0 -0.2 -0.3 0.0060
Si 2.140 1.657 0.234 0.4 -0.8 -0.8 0.4495
Si 1.872 3.385 1.662 -0.4 1.4 1.0 0.0767
C 3.518 4.133 2.175 0.1 -0.3 -0.2 0.0062
C 0.813 4.610 0.698 0.0 -0.1 0.0 0.0187
C 0.963 2.707 3.163 0.0 -0.1 -0.1 0.0162
Si 3.738 1.789 -1.658 1.5 2.3 0.1 0.1048
C 5.451 1.859 -0.831 -0.2 -0.3 -0.1 0.0308
C 3.837 0.573 -3.105 -0.2 -0.4 0.1 0.0573
C 3.488 3.587 -2.249 -0.1 -0.4 -0.2 0.0272
H 2.603 -1.945 2.617 -0.3 0.1 -0.2 0.0030
H 1.054 -1.853 1.715 0.3 0.2 0.2 0.0047
H 1.611 -0.464 2.693 0.0 -0.3 -0.1 0.0036
H 4.678 -1.159 2.219 0.1 0.3 -0.4 0.0032
H 5.462 -0.692 0.680 -0.1 0.2 0.3 0.0018
H 4.831 0.564 1.795 0.0 -0.3 -0.1 0.0024
H 2.436 -1.810 -1.736 0.1 -0.5 0.1 0.0131
H 4.018 -2.152 -1.023 -0.2 0.0 -0.1 0.0002
H 2.524 -2.797 -0.261 0.1 0.1 -0.3 0.0014
H 4.165 4.362 1.317 -0.1 0.0 0.2 0.0002
H 3.315 5.070 2.712 0.0 -0.2 -0.1 0.0007
H 4.064 3.464 2.853 -0.1 0.2 -0.1 0.0001
H -0.040 4.126 0.202 0.2 0.1 0.1 0.0012
H 0.419 5.347 1.412 0.1 -0.1 -0.2 0.0028
H 1.395 5.144 -0.065 -0.1 -0.1 0.2 0.0001
H 0.163 2.003 2.897 0.2 0.3 0.1 0.0014
H 1.657 2.200 3.846 -0.2 0.1 -0.1 0.0001
H 0.509 3.551 3.701 0.1 -0.2 -0.1 0.0019
H 5.950 0.881 -0.841 -0.1 0.3 0.1 0.0007
H 6.081 2.566 -1.394 -0.2 -0.2 0.1 0.0040
H 5.400 2.214 0.206 0.1 -0.1 -0.2 0.0021
H 3.010 -0.173 -3.193 0.5 0.0 -0.5 0.0121
H 3.801 1.179 -4.017 0.0 -0.2 0.1 0.0082
H 4.783 0.025 -3.023 -0.3 0.0 -0.2 0.0026
H 2.675 3.673 -2.982 0.2 0.1 0.2 0.0004
H 3.270 4.261 -1.405 0.1 -0.2 -0.2 0.0027
H 4.423 3.934 -2.725 -0.4 -0.1 0.2 0.0037
```
Positions in Å, forces in eV/Å.

- spin multiplicity = 5
- ΔE to the lowest compared entry with this formula, charge and spin (kcal per mole) = 43.9
- <S²> = 6.04
- frontier orbital gap (alpha / beta) (Eh) = 0.226 / 0.208
- total charge = +2
- energy (eV) = -78478.8121

[3]
Entry from the OMol25 dataset: a 3-piece molecular cluster, C24H59BFN3O7PS overall at a distorted geometry (ωB97M-V with the def2-TZVPD basis set).

Structure (XYZ):
```
97
Properties=species:S:1:pos:R:3:forces:R:3:mulliken_charge:R:1
C -4.732 4.356 -3.270 -0.1 -0.3 0.5 -1.1204
C -4.800 2.819 -3.356 0.0 0.3 -0.8 -0.2941
C -3.562 2.190 -4.027 0.1 0.6 0.4 -1.2942
C -2.562 1.586 -3.047 -0.3 -0.5 -0.4 -0.5101
C -2.932 0.179 -2.542 0.5 0.0 0.4 -0.6445
C -3.181 0.129 -1.032 -0.2 -0.3 -0.3 -0.1488
C -3.217 -1.305 -0.489 -0.1 0.3 -0.2 -1.2946
C -1.831 -1.838 -0.148 -0.2 -0.2 0.2 -0.7352
C -1.291 -1.257 1.171 0.6 0.1 -0.5 -0.3668
C -0.416 -2.287 1.904 -0.5 -0.2 0.3 -0.2994
P -0.160 -1.885 3.658 -0.3 -0.1 -1.0 0.2880
C -1.708 -1.571 4.519 -0.2 -0.4 0.5 -0.6043
C -1.503 -1.037 5.948 0.1 0.4 -0.6 -1.2680
B 1.141 -0.430 3.915 0.9 0.6 -0.3 0.4983
N 2.509 -0.575 4.318 -0.7 -0.2 0.0 -0.4217
O 0.551 0.758 3.653 -0.7 -0.8 1.2 -0.5871
S 0.550 -3.701 4.611 -0.1 0.4 1.1 1.0733
O -0.576 -4.428 5.065 -0.2 -0.2 -0.5 -0.5303
O 1.591 -3.367 5.513 0.3 0.1 -0.3 -0.4986
F 1.177 -4.415 3.385 0.0 -0.2 -0.2 -0.0958
H -4.074 4.776 -4.026 0.0 0.1 -0.1 0.3184
H -4.384 4.666 -2.285 0.2 0.1 0.0 0.1986
H -5.720 4.793 -3.395 0.0 0.1 0.0 0.3601
H -4.967 2.416 -2.358 -0.1 -0.2 0.0 0.2020
H -5.661 2.584 -3.981 -0.2 -0.2 0.2 0.3630
H -3.048 2.992 -4.561 0.0 0.0 -0.1 0.4801
H -3.858 1.478 -4.796 0.0 -0.3 0.1 0.3971
H -2.423 2.256 -2.196 -0.3 -0.1 -0.1 0.0366
H -1.595 1.533 -3.548 0.1 -0.1 0.0 0.6314
H -2.094 -0.488 -2.760 0.0 -0.1 -0.1 0.4056
H -3.800 -0.238 -3.052 -0.1 0.1 -0.1 0.3553
H -2.396 0.688 -0.518 0.0 0.2 0.1 0.0183
H -4.141 0.611 -0.844 0.0 0.2 0.2 0.2943
H -3.669 -1.969 -1.227 -0.1 0.0 -0.1 0.4497
H -3.878 -1.340 0.380 0.1 -0.2 0.2 0.4184
H -1.892 -2.925 -0.065 0.1 -0.1 0.0 0.6613
H -1.148 -1.614 -0.967 0.1 -0.1 0.0 0.2802
H -0.658 -0.399 0.946 -0.2 0.3 0.2 -0.0413
H -2.139 -0.934 1.770 0.0 0.0 0.2 0.3269
H 0.574 -2.386 1.464 0.1 0.0 -0.2 -0.2021
H -0.915 -3.258 1.859 0.1 -0.1 0.1 0.7689
H -2.241 -2.523 4.566 0.1 -0.1 -0.2 0.5577
H -2.317 -0.920 3.896 0.1 0.2 0.0 0.4468
H -2.403 -1.215 6.525 0.0 -0.1 0.2 0.3815
H -1.341 0.038 5.909 0.1 0.1 0.1 0.3333
H -0.639 -1.500 6.420 -0.1 -0.1 0.3 0.3841
H 3.022 -1.294 3.819 0.1 -0.2 0.2 0.2789
H 2.653 -0.693 5.315 0.3 0.1 0.0 0.2839
H 0.873 1.383 4.320 0.3 0.7 -0.6 0.2898
C -1.936 6.624 0.429 0.1 0.0 -0.1 -0.6904
O -0.592 6.684 -0.008 -0.1 -0.1 0.1 -0.3500
C 0.361 6.717 1.047 0.2 0.2 -0.1 -0.7821
C 1.219 5.472 1.018 -0.2 -0.1 -0.1 -0.2466
N 0.438 4.296 1.391 0.1 0.0 0.0 -0.2234
C 1.129 3.029 1.184 -0.2 0.0 0.1 -0.3774
C 1.448 2.610 -0.247 0.2 -0.2 0.1 -0.6267
O 0.299 2.323 -1.023 0.0 0.0 0.0 -0.1910
C -0.270 3.426 -1.711 0.1 0.0 -0.2 -0.7359
H -2.569 6.683 -0.454 0.0 0.0 0.0 0.2068
H -2.151 5.684 0.952 0.0 0.0 0.1 0.2844
H -2.176 7.463 1.088 0.0 0.0 0.0 0.3703
H -0.127 6.833 2.019 0.0 -0.1 0.0 0.4007
H 1.001 7.589 0.886 0.0 0.0 0.0 0.4153
H 2.048 5.588 1.721 0.0 0.0 0.0 0.3424
H 1.637 5.383 0.007 0.1 0.1 0.0 0.2253
H -0.415 4.290 0.847 0.0 0.0 0.0 0.0265
H 0.498 2.248 1.615 0.0 0.0 0.0 0.0360
H 2.060 3.039 1.763 0.0 0.0 0.0 0.5140
H 2.010 1.672 -0.192 0.0 0.0 0.0 0.1599
H 2.097 3.327 -0.760 -0.1 0.1 0.0 0.4546
H 0.489 4.154 -2.005 0.0 0.0 0.1 0.3765
H -1.037 3.925 -1.112 0.0 0.1 0.0 0.3737
H -0.750 3.040 -2.610 0.3 0.2 0.2 0.1764
C 4.802 -4.284 -4.350 -0.1 0.0 0.0 -0.7457
O 3.502 -4.619 -3.895 0.2 0.0 0.1 -0.3494
C 3.423 -5.883 -3.247 -0.3 -0.1 -0.1 -0.8306
C 3.044 -5.701 -1.795 0.1 0.2 0.0 -0.1282
N 4.132 -5.078 -1.050 -0.2 0.0 0.0 -0.2933
C 3.781 -4.676 0.303 0.3 0.0 -0.1 -1.1920
C 2.753 -3.559 0.456 -0.1 0.0 0.3 0.2977
O 3.185 -2.294 -0.004 -0.2 0.0 0.0 -0.3965
C 2.943 -2.024 -1.380 0.1 0.1 0.1 -0.5538
H 4.725 -3.345 -4.893 0.0 0.0 0.0 0.2457
H 5.501 -4.153 -3.516 0.1 -0.1 0.0 0.3154
H 5.192 -5.049 -5.027 0.0 0.0 0.0 0.3563
H 4.361 -6.436 -3.339 0.1 0.1 0.1 0.4109
H 2.641 -6.462 -3.746 0.0 0.0 0.0 0.3961
H 2.823 -6.677 -1.353 0.0 0.0 0.0 0.3847
H 2.126 -5.097 -1.769 -0.1 -0.1 0.0 0.1195
H 4.450 -4.263 -1.559 0.1 0.0 0.0 0.1183
H 4.701 -4.345 0.792 0.0 0.0 0.1 0.4219
H 3.429 -5.555 0.853 0.0 0.0 0.0 0.4423
H 2.577 -3.431 1.531 0.1 0.0 0.0 -0.0235
H 1.784 -3.820 0.008 0.1 0.0 -0.1 0.2897
H 2.036 -2.520 -1.735 0.0 -0.1 0.0 0.2849
H 3.787 -2.325 -2.002 -0.1 -0.1 -0.1 0.2372
H 2.819 -0.946 -1.486 0.0 0.0 0.0 0.2285
```
Positions in Å, forces in eV/Å.

- spin multiplicity = 1
- frontier orbital gap (Eh) = 0.251
- total charge = +1
- energy (eV) = -68158.0335

- The highest energy belongs to which entry?
  C24H59BFN3O7PS